No. 1
C15H12BrF6N2PRhS as an isolated structure in a non-equilibrium geometry. Source: the OMol25 dataset; level of theory: ωB97M-V/def2-TZVPD.

Calculated values
strongest force on any atom = 1.69 eV Å⁻¹
DFT total energy = -128198.0316 eV
frontier orbital gap (alpha / beta) = 8.305 / 5.853 eV
HOMO energy (alpha / beta) = -16.253 / -16.255 eV
energy above the lowest of the compared OMol25 structures with the same formula, charge and spin = 0.0 kcal/mol

```
! RIJCOSX wB97M-V def2-TZVPD def2/J DEFGRID3
* xyz 2 2
Rh -0.32562 -0.52911 -0.99122
S 3.75488 1.11675 -1.01052
C 3.83907 -0.54166 -0.58267
C 2.60843 -1.18584 -0.47636
C 1.57338 -0.31325 -0.74531
C 2.04637 1.00352 -1.06009
C 1.06841 1.97592 -1.39839
C 1.29260 3.31505 -1.69399
C 0.20526 4.13702 -1.96583
C -1.06356 3.59289 -1.93147
C -1.22971 2.23520 -1.63601
N -0.19877 1.44627 -1.38309
H 4.81135 -0.99508 -0.43746
H 2.50967 -2.23592 -0.24456
H 2.30294 3.70247 -1.70752
H 0.35325 5.18286 -2.19780
H -1.94030 4.19156 -2.13548
H -2.21144 1.78438 -1.62196
C 0.25703 -0.32879 4.45049
C -0.63872 -0.36419 3.24826
C -2.01447 -0.57581 3.35572
C -2.81572 -0.63881 2.22923
C -2.21239 -0.48667 1.00043
Br -3.16363 -0.62316 -0.62201
N -0.90213 -0.26537 0.87709
C -0.12268 -0.21756 1.97358
H -0.27742 0.04771 5.32025
H 1.12798 0.30241 4.28285
H 0.60739 -1.33512 4.68610
H -2.46346 -0.69998 4.33343
H -3.88072 -0.81139 2.29257
H 0.93145 -0.05022 1.80377
F -0.91857 -1.62380 -2.84298
P -0.54864 -3.24528 -2.37384
F -0.17112 -4.58374 -1.67993
F -2.08967 -3.49676 -2.29624
F -0.37051 -3.68345 -3.84597
F 0.97055 -2.70868 -2.26090
F -0.70075 -2.49436 -0.71216
*
```



No. 2
C28H46N3O7PdS2Si as an isolated structure. Source: the OMol25 dataset; level of theory: ωB97M-V/def2-TZVPD.

Calculated values
strongest force on any atom = 0.74 eV Å⁻¹
DFT total energy = -81611.6883 eV
frontier orbital gap (alpha / beta) = 9.655 / 5.577 eV
HOMO energy (alpha / beta) = -11.585 / -11.570 eV
energy above the lowest of the compared OMol25 structures with the same formula, charge and spin = 19.5 kcal/mol

```
! RIJCOSX wB97M-V def2-TZVPD def2/J DEFGRID3
* xyz 1 5
Pd -1.31344 -0.27804 0.65154
C 0.00641 -0.67654 3.46819
O -1.12282 -0.85146 2.67994
H -0.20326 -0.04469 4.32852
H 0.86337 -0.35468 2.87454
H 0.24445 -1.69065 3.83652
C -4.69233 3.31700 0.82009
C -4.53497 3.75838 -0.63014
C -3.14314 3.50848 -1.27142
C -3.16921 3.97675 -2.72878
C -1.85338 3.75164 -3.46695
C -2.13340 4.34527 -0.49949
O -2.03300 5.53761 -0.61494
N -1.32097 3.66945 0.41555
C -1.29234 2.31554 0.54094
O -0.53287 1.76371 1.37731
N -2.05269 1.51627 -0.22600
C -2.88388 2.00572 -1.21342
O -3.44407 1.25824 -1.98614
H -5.71420 3.49618 1.15439
H -4.03274 3.87336 1.49074
H -4.49300 2.24997 0.94839
H -4.72757 4.82874 -0.71996
H -5.25677 3.23953 -1.26208
H -3.41594 5.03841 -2.71872
H -3.97955 3.44540 -3.22529
H -1.03752 4.31460 -3.00623
H -1.93140 4.08524 -4.50128
H -1.58059 2.69343 -3.48726
H -0.69168 4.21767 0.98542
C 2.86700 -2.90773 2.76920
C 3.03991 -3.37972 1.33516
C 4.46675 -3.17792 0.85489
C 2.60058 -4.81941 1.17071
O 2.13432 -2.59722 0.50004
Si 2.16817 -1.12188 -0.13441
S 0.09381 -1.18956 -0.91774
O 2.22565 0.07325 0.95011
C 3.07899 1.26433 1.06890
C 2.66993 1.89925 2.38119
C 4.54355 0.85606 1.10395
C 2.77982 2.18954 -0.09778
O 3.17990 -0.85434 -1.34803
C 3.32376 -1.24547 -2.74281
C 4.79992 -1.07426 -3.04747
C 2.89139 -2.69239 -2.91251
C 2.48439 -0.30670 -3.59185
H 3.51395 -3.47981 3.43605
H 1.83174 -3.04974 3.08896
H 3.12109 -1.84878 2.86607
H 5.15034 -3.75898 1.47600
H 4.76632 -2.12830 0.91857
H 4.57839 -3.50932 -0.17892
H 3.20133 -5.47084 1.80765
H 2.72067 -5.14070 0.13461
H 1.55173 -4.93125 1.45047
H 2.80657 1.19250 3.20282
H 1.62603 2.22312 2.34832
H 3.29559 2.77140 2.57827
H 4.73659 0.19237 1.95068
H 5.16886 1.74236 1.22433
H 4.84082 0.35987 0.18078
H 1.71743 2.44654 -0.11051
H 3.04825 1.71932 -1.04572
H 3.35849 3.10958 0.00035
H 5.39957 -1.71422 -2.39702
H 5.10186 -0.03671 -2.89295
H 5.00878 -1.34384 -4.08450
H 3.47990 -3.35088 -2.27123
H 3.03727 -3.00360 -3.94811
H 1.83355 -2.82942 -2.67136
H 2.78562 0.72959 -3.42771
H 1.41813 -0.40127 -3.36698
H 2.62048 -0.54076 -4.64918
S -4.96643 -1.94764 -1.62149
C -3.37134 -1.49491 -1.24568
N -3.05161 -1.47938 0.01204
C -4.15779 -1.83118 0.80878
C -4.18842 -1.93085 2.20022
C -5.36641 -2.30834 2.80545
C -6.51247 -2.59323 2.04902
C -6.49138 -2.50769 0.67491
C -5.29763 -2.12308 0.06458
H -2.67878 -1.23070 -2.03072
H -3.30757 -1.71431 2.78679
H -5.40838 -2.39003 3.88370
H -7.42458 -2.88847 2.55004
H -7.37184 -2.73476 0.08712
*
```



No. 3
A 2-piece molecular cluster, C14H16O2 overall in a non-equilibrium geometry. Source: the OMol25 dataset; level of theory: ωB97M-V/def2-TZVPD.

Calculated values
strongest force on any atom = 4.17 eV Å⁻¹
DFT total energy = -18869.7767 eV
frontier orbital gap = 8.619 eV
HOMO energy = -7.909 eV
energy above the lowest of the compared OMol25 structures with the same formula, charge and spin = 65.9 kcal/mol

```
! RIJCOSX wB97M-V def2-TZVPD def2/J DEFGRID3
* xyz 0 1
C 2.15098 2.83780 1.40088
C 0.76668 2.27186 1.46311
C -0.25703 2.71015 0.62474
C -1.55858 2.32954 0.84301
C -1.84542 1.67038 2.02109
O -3.21996 1.51990 2.16082
C -0.92218 0.97258 2.72692
C 0.41599 1.27290 2.45718
H 2.48081 3.56251 2.15413
H 2.18884 3.51088 0.40631
H 3.00451 2.22457 1.68457
H -0.06298 3.25635 -0.28974
H -2.39513 2.76162 0.20618
H -3.50571 1.48046 3.02739
H -1.17577 0.11536 3.43027
H 1.28794 1.02774 2.98353
C 1.56933 -2.15376 0.27332
C 0.80051 -2.26619 -1.01364
C -0.18542 -3.32452 -1.18864
C -1.14176 -3.15200 -2.21901
C -1.01582 -1.97853 -3.07562
O -1.97075 -1.84154 -4.01809
C 0.08481 -1.13267 -2.99806
C 0.98678 -1.32880 -2.02816
H 2.64562 -1.93797 -0.15486
H 1.60722 -2.99030 0.98141
H 1.29330 -1.26532 0.92127
H -0.03745 -4.32515 -0.57423
H -1.95401 -3.82614 -2.35045
H -2.07619 -0.86906 -4.23927
H 0.03829 -0.30205 -3.69303
H 2.00251 -0.83060 -1.92333
*
```



No. 4
One molecule with the formula C4H11B in a non-equilibrium geometry. Source: the OMol25 dataset; level of theory: ωB97M-V/def2-TZVPD.

Calculated values
strongest force on any atom = 3.72 eV Å⁻¹
DFT total energy = -5000.4257 eV
frontier orbital gap = 10.057 eV
HOMO energy = -10.080 eV
energy above the lowest of the compared OMol25 structures with the same formula, charge and spin = 53.1 kcal/mol

```
! RIJCOSX wB97M-V def2-TZVPD def2/J DEFGRID3
* xyz 0 1
B -0.17608 -1.47011 -1.23655
C -0.09546 -0.05727 -0.14922
C -0.11423 1.33288 -0.71809
C -1.02340 -0.29522 1.05103
C 1.33427 -0.06460 0.52970
H -1.06800 -2.15149 -1.00084
H 0.77817 -2.02670 -1.71458
H 0.55745 1.96626 -0.05773
H -1.09329 1.77958 -0.65601
H 0.26664 1.47782 -1.80101
H -0.72136 0.24187 1.97507
H -0.93360 -1.37411 1.32090
H -2.06460 0.05249 0.82914
H 1.62421 -0.97265 0.98046
H 2.09435 0.22340 -0.13014
H 1.34334 0.78315 1.20044
*
```



No. 5
One molecule with the formula C6H10O in a non-equilibrium geometry. Source: the OMol25 dataset; level of theory: ωB97M-V/def2-TZVPD.

Calculated values
strongest force on any atom = 1.05 eV Å⁻¹
DFT total energy = -8428.6677 eV
frontier orbital gap = 10.577 eV
HOMO energy = -9.752 eV
energy above the lowest of the compared OMol25 structures with the same formula, charge and spin = 59.3 kcal/mol

```
! RIJCOSX wB97M-V def2-TZVPD def2/J DEFGRID3
* xyz 0 1
C -0.06224 -2.37886 -0.31385
C -0.01322 -1.28310 -0.82220
C 0.44992 -0.02375 -0.16754
C 1.72299 0.51995 -0.79881
O 0.75907 -0.43203 1.18538
C -0.63591 1.03540 0.00351
C -1.96032 0.48611 0.52457
H -0.04951 -3.24204 0.30838
H 2.44657 -0.29371 -0.92941
H 1.55037 0.97881 -1.77534
H 2.14093 1.26327 -0.11435
H 1.54976 -0.98694 1.14840
H -0.21390 1.74731 0.72164
H -0.78999 1.56794 -0.94142
H -2.65079 1.30403 0.75285
H -1.80773 -0.09918 1.43602
H -2.43601 -0.16321 -0.21782
*
```



No. 6
A 13-piece molecular cluster, C39H106BNO13PS12 overall in a non-equilibrium geometry. Source: the OMol25 dataset; level of theory: ωB97M-V/def2-TZVPD.

Calculated values
strongest force on any atom = 3.81 eV Å⁻¹
DFT total energy = -210242.0651 eV
frontier orbital gap = 3.281 eV
HOMO energy = -2.031 eV

```
! RIJCOSX wB97M-V def2-TZVPD def2/J DEFGRID3
* xyz -1 1
C -1.05985 -7.47718 0.54647
C -2.24422 -7.11179 -0.57444
C -3.69235 -7.80413 -0.24202
C -4.22974 -7.58968 1.29294
C -4.87669 -6.10917 1.59515
C -3.76472 -4.91865 1.82698
C -4.61176 -3.48707 1.86026
C -3.60437 -2.19564 1.96014
C -2.76859 -1.90720 0.53976
C -1.39646 -1.09307 0.91306
B -0.12870 -2.14904 1.21964
O 1.09640 -1.48457 1.79019
N -0.15863 -3.63600 0.91924
C 0.70246 -4.41329 1.93603
C 0.66065 -3.77237 -0.38146
P -0.74053 -0.05442 -0.57950
C -0.63283 1.74682 0.15669
C -1.92670 -0.11610 -2.07394
C -1.01637 -0.18570 -3.47524
H -1.04946 -6.63402 1.35723
H -0.02777 -7.58018 -0.03407
H -1.39683 -8.50914 1.03119
H -2.30083 -5.94739 -0.80147
H -1.86399 -7.60738 -1.59165
H -4.46391 -7.48569 -1.07121
H -3.53653 -8.97987 -0.37757
H -5.11022 -8.38077 1.44673
H -3.44629 -7.81862 2.13212
H -5.69438 -5.80136 0.78867
H -5.48280 -6.20278 2.61809
H -3.21504 -5.03356 2.85973
H -2.95874 -4.84754 0.97510
H -5.39586 -3.41346 0.96425
H -5.28046 -3.54005 2.84261
H -2.90047 -2.34217 2.88289
H -4.30446 -1.24654 2.14590
H -2.58066 -2.92661 -0.00511
H -3.53396 -1.29916 -0.13039
H 1.59750 -1.16364 0.95909
H 0.26455 -4.38788 3.02190
H 0.82126 -5.51621 1.49881
H 1.80234 -3.98781 2.00523
H 0.28964 -3.02858 -1.20865
H 1.80311 -3.52252 -0.14628
H 0.60502 -4.89302 -0.71209
H -0.17305 1.58666 1.24677
H 0.03373 2.42604 -0.52579
H -1.74305 2.11738 0.26024
H -2.63544 -1.04769 -2.11383
H -2.61941 0.84868 -2.05316
H -1.68371 0.21312 -4.35767
H -0.69394 -1.31992 -3.65494
H -0.04910 0.48125 -3.32349
C 2.91973 -3.92859 -3.52763
S 2.96340 -2.27908 -4.26949
O 2.27847 -1.34024 -3.32110
C 1.80140 -2.64406 -5.60695
H 3.55386 -3.92574 -2.63834
H 1.89644 -4.18347 -3.24147
H 3.30335 -4.66063 -4.24189
H 0.84667 -2.97775 -5.19309
H 2.22086 -3.41755 -6.25442
H 1.64452 -1.73255 -6.18885
C -3.76879 -2.05641 6.31640
S -5.31967 -2.93387 6.62938
O -5.70258 -3.63827 5.36162
C -6.34997 -1.45284 6.76070
H -2.97802 -2.79397 6.16259
H -3.86360 -1.43583 5.42205
H -3.51981 -1.43533 7.17981
H -6.28638 -0.86930 5.83896
H -6.01799 -0.85096 7.60980
H -7.38525 -1.76334 6.92145
C 0.44137 -2.28994 8.64902
S -0.16834 -0.58801 8.57949
O -1.66692 -0.64707 8.55137
C 0.39422 -0.25595 6.89263
H 0.16535 -2.71796 9.61524
H -0.00940 -2.88214 7.84897
H 1.52929 -2.29251 8.55089
H -0.05376 -0.97303 6.20034
H 1.48374 -0.32402 6.85082
H 0.08507 0.75506 6.61633
C -0.64474 5.21576 2.62476
S 0.63292 4.01469 3.06993
O 0.76020 4.02534 4.56448
C 2.02142 4.96063 2.39949
H -1.60775 4.84714 2.98489
H -0.42984 6.18081 3.09003
H -0.68285 5.32279 1.53835
H 2.07269 5.94140 2.87868
H 1.89762 5.07605 1.32023
H 2.94459 4.41145 2.60001
C -10.14482 -0.17416 7.66468
S -9.29333 1.31755 7.09642
O -7.83548 1.15029 7.40736
C -9.99277 2.42098 8.34760
H -9.82607 -1.01357 7.04279
H -9.88772 -0.37798 8.70695
H -11.22412 -0.03966 7.56349
H -9.74492 2.05785 9.34803
H -11.07708 2.47203 8.22462
H -9.56665 3.41757 8.20874
C 0.13126 -3.26608 -10.11880
S 1.40891 -4.46715 -9.67364
O 1.53619 -4.45651 -8.17908
C 2.79741 -3.52121 -10.34407
H -0.83176 -3.63470 -9.75867
H 0.34616 -2.30103 -9.65353
H 0.09314 -3.15905 -11.20521
H 2.84868 -2.54045 -9.86488
H 2.67362 -3.40579 -11.42333
H 3.72058 -4.07040 -10.14355
C 0.71066 6.35856 -2.56745
S 1.98831 5.15750 -2.12229
O 2.11560 5.16814 -0.62774
C 3.37682 6.10343 -2.79273
H -0.25235 5.98995 -2.20733
H 0.92556 7.32361 -2.10219
H 0.67255 6.46559 -3.65387
H 3.42809 7.08420 -2.31354
H 3.25302 6.21885 -3.87199
H 4.29998 5.55425 -2.59221
C 8.53487 -0.68009 -4.67571
S 6.98399 -1.55755 -4.36273
O 6.60107 -2.26194 -5.63048
C 5.95368 -0.07652 -4.23141
H 9.32564 -1.41765 -4.82952
H 8.44006 -0.05950 -5.57006
H 8.78385 -0.05901 -3.81230
H 6.01728 0.50702 -5.15314
H 6.28567 0.52536 -3.38230
H 4.91841 -0.38702 -4.07066
C 1.56726 1.49758 -10.08872
S 1.88283 0.50217 -8.61131
O 1.39032 -0.88693 -8.89027
C 0.64923 1.31709 -7.56902
H 2.20940 1.13533 -10.89457
H 0.52100 1.40111 -10.38874
H 1.80366 2.54374 -9.88168
H -0.34076 1.23163 -8.02373
H 0.91500 2.36920 -7.44301
H 0.64205 0.82735 -6.59221
C 5.72996 -2.32032 6.46888
S 4.33254 -1.56990 5.59869
O 3.32991 -1.15142 6.63291
C 3.73277 -3.10326 4.84947
H 6.23757 -1.54332 7.04470
H 5.37386 -3.09915 7.14754
H 6.42705 -2.74477 5.74287
H 3.49920 -3.83406 5.62762
H 4.49413 -3.50274 4.17552
H 2.82761 -2.88016 4.27942
C 1.12023 9.72452 4.82316
S 0.56543 9.22471 3.17527
O 0.91477 10.33305 2.22683
C -1.20452 9.34858 3.52762
H 2.21202 9.75516 4.82699
H 0.72965 10.71594 5.06503
H 0.77723 8.99551 5.56079
H -1.45242 10.36318 3.84898
H -1.47291 8.63171 4.30706
H -1.75743 9.11303 2.61500
C 5.78700 9.29351 -4.90120
S 4.41789 8.53058 -5.80487
O 4.43458 7.06335 -5.49347
C 5.13689 8.74502 -7.45086
H 5.57084 9.23734 -3.83205
H 6.71733 8.76005 -5.11070
H 5.88033 10.34122 -5.19581
H 6.10718 8.24513 -7.50386
H 5.25129 9.81044 -7.66358
H 4.46072 8.30105 -8.18553
*
```